Entry 1:
Computed, not measured: a 2-piece molecular cluster, C2H8O2 overall in a non-equilibrium geometry, with ωB97M-V with the def2-TZVPD basis set.

CARTESIAN COORDINATES (ANGSTROEM)
1 O 0.69 -1.44 0.36
2 O 0.62 1.26 -0.59
3 C 0.16 -0.90 1.55
4 C -0.54 1.29 -1.37
5 H -1.04 0.22 -1.17
6 H 1.06 0.40 -0.66
7 H -0.99 -0.87 1.46
8 H 0.51 -1.40 2.44
9 H -1.21 2.17 -1.17
10 H 0.15 -2.19 0.01
11 H -0.09 1.39 -2.54
12 H 0.69 0.07 1.70

Summary:
**LUMO**: 0.74 eV
**Charge**: 0
**Structure (SMILES)**: CO.CO
**Multiplicity**: 1
**Energy above the lowest of the compared OMol25 structures with the same formula, charge and spin**: 148.8 kJ/mol

***

Entry 2:
Computed, not measured: a 2-piece molecular cluster, C2H8O2 overall in a non-equilibrium geometry, with ωB97M-V with the def2-TZVPD basis set.

CARTESIAN COORDINATES (ANGSTROEM)
1 O -5.17 -0.51 -0.18
2 O -1.10 -0.85 0.28
3 C -1.49 -0.69 1.69
4 C 0.00 0.00 0.00
5 H -0.08 1.00 0.47
6 H -1.27 0.28 2.17
7 H -2.56 -0.89 1.79
8 H -5.40 -1.40 0.17
9 H -0.92 -1.47 2.23
10 H 0.97 -0.45 0.28
11 H -0.02 0.12 -1.10
12 H -4.19 -0.54 -0.31

Summary:
**LUMO**: 0.86 eV
**Charge**: 0
**Structure (SMILES)**: COC.O
**Multiplicity**: 1
**Energy above the lowest of the compared OMol25 structures with the same formula, charge and spin**: 74.5 kJ/mol

***

Entry 3:
Computed, not measured: a 2-piece molecular cluster, C2H8O2 overall in a non-equilibrium geometry, with ωB97M-V with the def2-TZVPD basis set.

CARTESIAN COORDINATES (ANGSTROEM)
1 O -0.98 0.40 1.21
2 O 0.29 0.55 -1.58
3 C 0.91 -0.64 -2.03
4 C -0.31 -0.25 2.29
5 H -0.26 0.33 -0.83
6 H 0.53 0.24 2.83
7 H 1.77 -0.30 -2.48
8 H -0.67 1.29 1.14
9 H 1.14 -1.44 -1.30
10 H 0.12 -1.19 1.80
11 H 0.28 -0.88 -2.81
12 H -0.99 -0.25 3.10

Summary:
**LUMO (spin up / spin down)**: -3.69 / -10.57 eV
**Charge**: +1
**Multiplicity**: 2
**Energy above the lowest of the compared OMol25 structures with the same formula, charge and spin**: 129.7 kJ/mol

***

Entry 4:
Computed, not measured: a 3-piece molecular cluster, C2H8O4 overall in a non-equilibrium geometry, with ωB97M-V with the def2-TZVPD basis set.

CARTESIAN COORDINATES (ANGSTROEM)
1 O -3.96 -3.24 2.07
2 O 0.99 1.02 1.60
3 O 0.44 2.17 -0.32
4 O -0.85 -0.51 -2.83
5 C 2.68 1.48 -0.05
6 C 1.27 1.62 0.38
7 H -1.60 -0.36 -3.36
8 H -4.18 -3.98 2.70
9 H -0.62 0.39 -2.61
10 H 2.79 1.86 -1.04
11 H 3.03 0.44 0.13
12 H 0.02 0.84 1.43
13 H -3.49 -3.64 1.35
14 H 3.48 1.91 0.54

Summary:
**LUMO**: 0.62 eV
**Charge**: 0
**Structure (SMILES)**: CC(=O)O.O.O
**Multiplicity**: 1
**Energy above the lowest of the compared OMol25 structures with the same formula, charge and spin**: 107.4 kJ/mol

***

Entry 5:
Computed, not measured: one molecule with the formula C2H8O5P2 in a non-equilibrium geometry, with ωB97M-V with the def2-TZVPD basis set.

CARTESIAN COORDINATES (ANGSTROEM)
1 P -2.51 -0.13 0.06
2 P 0.48 -0.95 0.42
3 O -3.02 0.89 1.21
4 O -3.01 -1.46 0.26
5 O -0.87 -0.01 -0.20
6 O 0.54 -2.00 -0.86
7 O -2.95 0.80 -1.20
8 C 2.78 0.71 0.67
9 C 1.80 0.16 -0.34
10 H 3.74 0.08 0.50
11 H 1.25 0.84 -0.94
12 H 3.16 1.74 0.61
13 H -3.97 0.73 1.29
14 H -0.03 -2.79 -0.68
15 H -2.17 1.21 -1.53
16 H 2.38 -0.49 -1.01
17 H 2.38 0.64 1.73

Summary:
**LUMO**: 0.59 eV
**Charge**: 0
**Structure (SMILES)**: CCP(O)OP(=O)(O)O
**Multiplicity**: 1
**Energy above the lowest of the compared OMol25 structures with the same formula, charge and spin**: 95.2 kJ/mol

***

Entry 6:
Computed, not measured: a 2-piece molecular cluster, C2H8OP4S overall in a non-equilibrium geometry, with ωB97M-V with the def2-TZVPD basis set.

CARTESIAN COORDINATES (ANGSTROEM)
1 S -3.13 1.20 -0.80
2 P 0.49 0.63 1.26
3 P 2.27 0.95 -1.47
4 P 0.57 -0.81 3.01
5 P 2.05 -0.46 0.18
6 O -1.97 -1.58 0.44
7 C -1.88 -0.05 -1.40
8 C -1.47 -0.68 -0.13
9 H 3.06 0.06 0.88
10 H 3.76 0.94 -1.30
11 H -0.45 -1.68 2.40
12 H 2.49 -0.14 -2.33
13 H -0.45 0.03 3.47
14 H -2.15 -0.79 -2.23
15 H -2.04 1.70 -0.17
16 H -1.17 0.68 -1.79

Summary:
**LUMO (spin up / spin down)**: 0.34 / -1.94 eV
**Charge**: 0
**Multiplicity**: 3

***

Entry 7:
Computed, not measured: a 2-piece molecular cluster, C2H8OS overall in a non-equilibrium geometry, with ωB97M-V with the def2-TZVPD basis set.

CARTESIAN COORDINATES (ANGSTROEM)
1 S -0.19 -1.49 -1.12
2 O -0.20 2.31 1.51
3 C -0.17 0.18 -1.59
4 C 0.42 -1.54 0.59
5 H 0.73 0.77 -1.20
6 H 1.19 -0.80 0.45
7 H 0.85 -2.56 0.76
8 H -0.57 -1.42 1.24
9 H -0.37 1.48 0.99
10 H -0.49 1.89 2.40
11 H -0.21 0.33 -2.72
12 H -0.99 0.85 -1.31

Summary:
**LUMO**: 0.69 eV
**Charge**: 0
**Structure (SMILES)**: CSC.O
**Multiplicity**: 1
**Energy above the lowest of the compared OMol25 structures with the same formula, charge and spin**: 114.4 kJ/mol

***

Entry 8:
Computed, not measured: a 2-piece molecular cluster, C2H8OS overall in a non-equilibrium geometry, with ωB97M-V with the def2-TZVPD basis set.

CARTESIAN COORDINATES (ANGSTROEM)
1 S -0.68 1.60 0.19
2 O 1.98 0.23 -3.72
3 C -0.35 -0.42 1.89
4 C -0.92 -0.17 0.52
5 H -1.94 -0.60 0.41
6 H 1.68 -0.08 -2.83
7 H -1.01 -0.13 2.73
8 H 2.55 -0.50 -4.06
9 H 0.62 0.09 2.02
10 H -0.25 -0.69 -0.19
11 H -0.19 -1.51 1.93
12 H -1.49 2.17 1.10

Summary:
**LUMO**: 0.65 eV
**Charge**: 0
**Structure (SMILES)**: CCS.O
**Multiplicity**: 1
**Energy above the lowest of the compared OMol25 structures with the same formula, charge and spin**: 41.2 kJ/mol

***

Entry 9:
Computed, not measured: a 2-piece molecular cluster, C2H8OS overall in a non-equilibrium geometry, with ωB97M-V with the def2-TZVPD basis set.

CARTESIAN COORDINATES (ANGSTROEM)
1 S -1.34 0.55 2.17
2 O -0.22 -0.79 -0.98
3 C 1.65 0.34 -2.14
4 C 1.21 -0.65 -1.09
5 H -1.09 0.22 0.88
6 H 1.54 -0.39 -0.08
7 H 2.74 0.27 -2.22
8 H 1.58 -1.67 -1.29
9 H -0.48 -1.29 -1.76
10 H 1.35 0.10 -3.16
11 H 1.36 1.37 -1.93
12 H -0.14 1.20 2.04

Summary:
**LUMO**: 0.80 eV
**Charge**: 0
**Structure (SMILES)**: CCO.S
**Multiplicity**: 1
**Energy above the lowest of the compared OMol25 structures with the same formula, charge and spin**: 55.0 kJ/mol

***

Entry 10:
Computed, not measured: a 2-piece molecular cluster, C2H8OS overall in a non-equilibrium geometry, with ωB97M-V with the def2-TZVPD basis set.

CARTESIAN COORDINATES (ANGSTROEM)
1 S -2.82 0.85 -3.13
2 O 3.06 -0.80 3.59
3 C 2.29 -0.01 4.45
4 C -2.49 -0.08 -4.61
5 H -2.49 0.55 -5.48
6 H -3.31 -0.79 -4.69
7 H -1.71 0.81 -2.43
8 H 1.29 -0.44 4.42
9 H -1.72 -0.85 -4.71
10 H 3.13 -0.31 2.75
11 H 2.50 0.01 5.56
12 H 2.28 1.06 4.27

Summary:
**LUMO**: 0.83 eV
**Charge**: 0
**Structure (SMILES)**: CO.CS
**Multiplicity**: 1
**Energy above the lowest of the compared OMol25 structures with the same formula, charge and spin**: 136.3 kJ/mol